# 1
48
Properties=species:S:1:pos:R:3 method="wB97M-V/def2-TZVPD" orbital_gap_ev=10.22 lumo_ev=0.26 fmax_ev_per_a=2.0 relative_energy_kj_mol=243.6 smiles=COCCNCCOC.O.O.O.O.O.O.O.O energy_ha=-1054.30450
C -1.9738 1.7094 -3.5578
O -1.6915 0.6763 -2.6369
C -1.8074 -0.6230 -3.2218
C -1.9607 -1.7538 -2.2282
N -0.8452 -1.7796 -1.2736
C -0.9603 -2.8773 -0.3178
C 0.0887 -2.8334 0.8138
O -0.0318 -1.7128 1.6564
C -0.9890 -1.8531 2.7115
H -1.7803 2.7035 -3.1561
H -3.0209 1.7121 -3.8660
H -1.3147 1.6389 -4.4290
H -1.0015 -0.6219 -3.9710
H -2.6504 -0.6645 -3.9268
H -1.9217 -2.7286 -2.7265
H -2.9288 -1.6115 -1.7501
H 0.0354 -1.9305 -1.7555
H -1.0686 -3.8778 -0.7577
H -1.9241 -2.7415 0.1941
H 1.0251 -2.6382 0.2801
H 0.1642 -3.7664 1.3741
H -1.9886 -1.8947 2.2585
H -1.0759 -0.8952 3.2222
H -0.7681 -2.7387 3.3035
O 2.6740 3.9924 2.4135
H 1.8438 3.5490 2.6102
H 2.9880 3.5625 1.5971
O 0.4079 1.2332 4.4741
H 1.0439 1.3745 3.7734
H 0.6271 1.9035 5.1301
O 0.8012 1.7727 -1.7718
H 0.5271 2.4493 -1.1381
H -0.0347 1.4156 -2.1237
O -2.0814 0.3186 0.4435
H -1.7146 -0.5726 0.3762
H -2.1469 0.6180 -0.4737
O 0.6136 1.7319 1.3781
H 0.1172 1.0898 0.8510
H 1.0512 1.1969 2.0584
O 2.6691 -0.1073 -0.2807
H 1.7806 0.2759 -0.2602
H 2.7789 -0.4143 -1.1871
O 3.2070 2.8726 -0.1853
H 3.8811 2.2939 -0.5531
H 2.4159 2.3200 -0.1444
O 2.2920 -0.2440 2.4422
H 1.7580 -1.0315 2.6054
H 2.8900 -0.4980 1.7256



# 2
72
Properties=species:S:1:pos:R:3 method="wB97M-V/def2-TZVPD" multiplicity=2 orbital_gap_ev="5.84 / 6.67" lumo_ev="1.33 / 1.32" fmax_ev_per_a=1.2 s2=0.75 relative_energy_kj_mol=127.2 energy_ha=-4735.57036 charge=-1
Cu -0.1776 0.2960 0.1761
C -2.6515 3.7514 -2.9779
C -2.4165 2.5333 -2.1076
O -1.8746 2.6103 -1.0336
N -2.9189 1.3621 -2.6031
C -2.4692 0.0360 -2.1579
C -2.9905 -0.4508 -0.8161
C -4.1963 -1.1437 -0.7733
C -4.6434 -1.6738 0.4239
C -3.8789 -1.4911 1.5609
C -2.7083 -0.7632 1.4506
N -2.2653 -0.2666 0.2994
H -1.8312 4.4443 -2.8085
H -3.5803 4.2362 -2.6754
H -2.6987 3.4999 -4.0371
H -3.2403 1.3861 -3.5545
H -1.3786 0.0164 -2.1315
H -2.8127 -0.6555 -2.9265
H -4.7702 -1.2793 -1.6814
H -5.5788 -2.2170 0.4660
H -4.1735 -1.9081 2.5132
H -2.0792 -0.5834 2.3115
S 3.5183 -1.5665 0.8123
C 2.8463 -1.1506 2.2574
N 3.2627 -0.1110 3.0329
C 2.3817 0.1296 4.1642
C 1.4230 -1.0785 4.1016
N 1.8692 -1.8051 2.9229
H 3.8081 0.6199 2.6139
H 1.8483 1.0787 4.0667
H 2.9491 0.1497 5.0977
H 0.3802 -0.7654 4.0063
H 1.5053 -1.7068 4.9916
H 1.2259 -2.3822 2.3983
F 8.1943 3.3128 -3.0008
C 7.1589 4.1497 -2.7948
F 7.5955 5.0897 -1.9166
F 6.9608 4.8123 -3.9622
C 5.9240 3.4618 -2.3184
C 5.8965 2.0921 -2.0939
C 4.7309 1.4907 -1.6518
C 3.5777 2.2528 -1.4356
C 3.6267 3.6377 -1.6552
C 4.7901 4.2376 -2.0932
C 2.3722 1.6469 -0.9820
C 1.3268 1.1441 -0.6108
H 6.7882 1.5039 -2.2631
H 4.6973 0.4279 -1.4547
H 2.7390 4.2266 -1.4693
H 4.8341 5.3066 -2.2609
Cl -1.3368 2.1993 2.4335
C 0.1033 1.4352 1.7721
H 0.4293 0.6432 2.4471
H 0.8660 2.1894 1.6328
O -0.4737 -3.7791 1.1838
C -0.1781 -2.8410 0.4374
O 0.0170 -1.6471 0.8090
C -0.0208 -3.1612 -1.0493
C 0.4614 -2.2360 -1.9624
C 0.5002 -2.5619 -3.3182
C 0.1564 -3.8254 -3.7596
C -0.2681 -4.7561 -2.8282
C -0.3818 -4.4289 -1.4827
N -0.6331 -6.0852 -3.2865
O -0.5481 -6.3264 -4.4774
O -1.0086 -6.8918 -2.4597
N 0.8396 -1.5523 -4.3005
O 1.0836 -1.9106 -5.4382
O 0.8313 -0.3912 -3.9442
H 0.8320 -1.2714 -1.6292
H 0.2100 -4.0815 -4.8062
H -0.7383 -5.1511 -0.7626



# 3
71
Properties=species:S:1:pos:R:3 method="wB97M-V/def2-TZVPD" multiplicity=2 orbital_gap_ev="2.59 / 6.35" lumo_ev="6.85 / 6.85" fmax_ev_per_a=6.0 s2=0.75 energy_ha=-3905.98375 charge=-4
Mg -22.5734 -21.4486 -3.1006
O -25.7270 -14.5578 0.2098
C -24.7913 -15.3123 -0.0512
O -24.5973 -16.4612 0.4716
B -23.4169 -17.1404 -0.1953
O -22.7997 -15.9922 -0.9557
C -23.6146 -14.8988 -0.8815
O -23.3466 -13.7556 -1.3383
O -23.6820 -18.3323 -1.0163
C -22.6175 -19.1949 -0.8624
O -22.4024 -20.2491 -1.4948
C -21.7301 -18.6879 0.2652
O -22.4106 -17.6621 0.8289
O -20.7306 -19.3461 0.7147
O -24.0202 -25.0932 -0.1269
C -22.9907 -24.5287 0.0898
O -22.2441 -24.6162 1.2059
B -21.0324 -23.7923 1.0818
O -21.1199 -23.0460 -0.1724
C -22.2487 -23.4653 -0.8174
O -22.6332 -23.0668 -1.9470
O -20.6878 -22.9571 2.2862
C -19.3941 -23.0215 2.5394
O -18.7200 -22.3983 3.3110
C -18.8139 -24.1727 1.5227
O -19.8631 -24.6662 0.8923
O -17.6613 -24.4993 1.3797
O -22.4177 -13.2351 -3.8425
C -22.2380 -14.3128 -4.4540
O -22.9698 -15.4239 -4.4421
B -22.3646 -16.4242 -5.2659
O -21.1278 -15.8398 -5.8215
C -20.9550 -14.6136 -5.2490
O -19.9900 -13.8543 -5.4382
O -23.2493 -16.9713 -6.3264
C -23.3640 -18.2855 -6.2173
O -24.2061 -18.9976 -6.8499
C -22.5577 -18.6981 -4.9332
O -22.0382 -17.6193 -4.4408
O -22.5404 -19.8915 -4.4514
O -22.8132 -22.5045 -4.6965
C -22.6452 -23.0246 -5.8317
O -21.7372 -23.9296 -6.2425
B -21.9715 -24.2223 -7.6691
O -23.0421 -23.2258 -8.0359
C -23.5021 -22.5950 -7.0008
O -24.3509 -21.7361 -7.1287
O -22.3903 -25.6528 -7.8824
C -21.4724 -26.2513 -8.4585
O -21.5137 -27.4460 -8.5574
C -20.4308 -25.2061 -8.8876
O -20.6891 -24.0724 -8.3800
O -19.4395 -25.4707 -9.5917
N -25.6115 -20.8954 -3.4573
O -24.5443 -21.2168 -2.9705
O -26.6464 -20.8784 -2.7826
O -25.6071 -20.5923 -4.6238
O -20.5443 -21.4012 -3.1705
C -19.5481 -22.0226 -2.9236
O -18.5094 -21.6256 -2.1684
C -18.3995 -20.4731 -1.3869
C -17.4420 -20.6558 -0.2578
C -19.3376 -23.3768 -3.6322
H -19.3575 -20.1150 -1.0100
H -18.0632 -19.6702 -2.0430
H -16.4892 -20.9576 -0.6927
H -17.7793 -21.5419 0.2799
H -17.3857 -19.6984 0.2602
H -18.3229 -23.3798 -4.0305
H -19.9842 -23.4297 -4.5081
H -19.4225 -24.2236 -2.9511